1.
ORCA calculation (wB97M-V/def2-TZVPD) on a single C5H8O molecule.

```
14
Properties=species:S:1:pos:R:3:nbo_charge:R:1
C 1.8650 0.4570 0.1137 -0.63
C 0.3894 0.2376 0.0496 0.21
C -0.3047 -1.1251 -0.0542 -0.41
C -1.6630 -0.3867 -0.0809 -0.42
C -0.8740 0.9126 -0.3169 0.05
O -0.2934 1.1243 0.9587 -0.50
H 2.4403 -0.1518 -0.5873 0.21
H 2.1216 1.5134 0.0173 0.23
H 2.1358 0.1458 1.1321 0.22
H -0.1097 -1.5177 -1.0616 0.21
H -0.1006 -1.9109 0.6793 0.20
H -2.0941 -0.3248 0.9217 0.22
H -2.4037 -0.7244 -0.8034 0.21
H -1.1090 1.7506 -0.9681 0.20
```

As for the SMILES: C[C@]12CC[C@H]1O2. As for the multiplicity: 1.


2.
ORCA calculation (wB97M-V/def2-TZVPD) on C5H8O as an isolated structure.

```
14
Properties=species:S:1:pos:R:3:nbo_charge:R:1
C -1.9056 0.5309 0.3081 -0.63
C -0.7070 -0.1092 -0.3081 0.23
C 0.4684 -0.7307 0.3997 -0.26
C 1.3104 0.1207 -0.2554 -0.16
C 0.2584 0.5514 -1.1980 -0.04
O -0.5993 -0.5801 -1.6207 -0.47
H -1.6100 1.1950 1.1331 0.23
H -2.5905 -0.2183 0.7106 0.22
H -2.4129 1.1205 -0.4564 0.23
H 2.0957 -0.9854 1.5012 0.01
H 0.5504 -1.7769 0.6658 0.23
H 2.2880 0.5523 -0.0646 0.22
H 2.6610 -1.0821 1.0266 -0.01
H 0.1930 1.4119 -1.8420 0.21
```

As for the multiplicity: 1.


3.
ORCA calculation (wB97M-V/def2-TZVPD) on a single C5H8O molecule.

```
14
Properties=species:S:1:pos:R:3:nbo_charge:R:1
C 0.0155 0.4554 0.4761 0.02
C -1.4725 0.1884 0.1851 -0.21
C -2.0092 -0.9026 -0.3209 -0.39
C 0.9413 -0.7556 0.3320 -0.23
C 2.1364 -0.6745 -0.2043 -0.39
H -0.1449 1.5427 -1.1767 0.48
H 0.0701 0.8354 1.4794 0.19
H -2.1967 0.9558 0.5707 0.20
H -3.0548 -1.0612 -0.5510 0.21
H -1.2335 -1.6637 -0.6118 0.19
H 0.4934 -1.7590 0.6371 0.21
H 2.7600 -1.5528 -0.4167 0.21
H 2.5398 0.3767 -0.5091 0.22
O 0.3871 1.5574 -0.2787 -0.70
```

As for the SMILES: C=CC(O)C=C. As for the multiplicity: 1.


4.
ORCA calculation (wB97M-V/def2-TZVPD) on C5H8O as an isolated structure.

```
14
Properties=species:S:1:pos:R:3:nbo_charge:R:1
C -1.8873 0.5455 0.2982 -0.63
C -0.6662 -0.1096 -0.2572 0.24
C 0.4985 -0.7325 0.4666 -0.31
C 1.3484 0.0913 -0.2473 -0.14
C 0.3084 0.4870 -1.2007 -0.05
O -0.5708 -0.6394 -1.5467 -0.47
H -1.6351 1.2342 1.1147 0.23
H -2.5748 -0.2055 0.6951 0.22
H -2.3871 1.1000 -0.4985 0.23
H 1.9614 -0.9199 1.4551 0.03
H 0.5478 -1.8065 0.6116 0.23
H 2.2450 0.6440 0.0110 0.23
H 2.5685 -1.0179 0.9643 -0.03
H 0.2435 1.3295 -1.8662 0.21
```

As for the multiplicity: 1.


5.
ORCA calculation (wB97M-V/def2-TZVPD) on a single C5H8O molecule.

```
14
Properties=species:S:1:pos:R:3:nbo_charge:R:1
C 1.4921 0.0459 -0.2226 -0.51
C 0.7665 0.6858 0.9386 -0.19
C -0.2447 1.5458 0.7962 -0.41
C -1.7365 -0.9466 -0.8280 -0.09
O -0.5232 -0.6423 -1.1634 -0.40
C 0.5729 -1.0930 -0.5730 0.09
H 1.5794 0.7328 -1.0707 0.22
H 2.4911 -0.3065 0.0474 0.22
H 0.9633 0.2546 1.9205 0.20
H -0.4910 1.9780 -0.1717 0.19
H -0.8477 1.8646 1.6413 0.20
H -2.5029 -0.6684 -1.5366 0.17
H -1.8957 -1.6084 0.0192 0.15
H 0.3763 -1.8423 0.2027 0.14
```

As for the multiplicity: 1.


6.
ORCA calculation (wB97M-V/def2-TZVPD) on a single C5H8O molecule.

```
14
Properties=species:S:1:pos:R:3:nbo_charge:R:1
C -0.0197 -1.3237 -0.7335 -0.31
C -0.8828 -0.5124 -0.0745 0.03
C 0.5757 -1.2414 0.5902 0.10
C -2.0668 0.5067 0.1364 -0.65
C 1.7776 0.8541 -0.1094 -0.25
O 1.6462 -0.2825 0.7716 -0.56
H 0.1249 -1.7430 -1.7359 0.21
H 0.4726 -1.8884 1.4767 0.21
H -2.8425 -0.0010 0.6796 0.24
H -2.4500 0.9193 -0.7686 0.22
H -1.7639 1.3654 0.7885 0.23
H 2.1220 1.7144 0.4811 0.19
H 0.8476 0.9761 -0.6304 0.18
H 2.4593 0.6565 -0.8716 0.17
```

As for the SMILES: CO[C@@H]1C=C1C. As for the multiplicity: 1.


ΔE to the lowest compared entry with this formula, charge and spin, record by record: 2.337, 5.663, 2.291, 6.356, 4.543, 4.343 eV